Arrangement one

Computed, not measured: 2 unconnected molecules or ions with the total composition CH5NO, with the ωB97M-V functional and the def2-TZVPD basis.

XYZ file:
```
8
Properties=species:S:1:pos:R:3:nbo_charge:R:1
N 2.798 -0.521 -0.068 -0.02
O 2.831 0.690 0.093 -0.23
H 3.292 -0.987 -0.911 0.26
C -0.667 -0.321 0.101 -0.85
H -0.368 -0.312 1.080 0.22
H -1.598 -0.860 0.107 0.21
H -1.068 0.531 -0.337 0.21
H 0.091 -0.671 -0.630 0.21
```

Structure (SMILES) = N=O.C
Molar mass = 47.1 g/mol
Total charge = 0
E_LUMO = -0.5 eV
Kohn-Sham gap = 9.0 eV

=====

Arrangement two

Computed, not measured: a molecular structure, CH5NO, with the ωB97M-V functional and the def2-TZVPD basis.

XYZ file:
```
8
Properties=species:S:1:pos:R:3:mulliken_charge:R:1
C 1.273 -0.686 0.101 -0.16
N 0.022 -0.739 -0.278 -0.69
H 2.053 -0.063 -0.400 0.25
H 1.634 -0.985 1.095 0.27
H 0.168 0.142 0.428 0.29
H -2.204 0.406 0.121 0.33
H -1.072 0.749 -0.712 0.42
O -1.875 1.176 -0.355 -0.70
```

Molar mass = 47.1 g/mol
Total charge = 0
E_LUMO = -0.3 eV
Kohn-Sham gap = 8.7 eV

=====

What are the relative energies? In eV: arrangement one 0.000; arrangement two 0.588.